# 1
{"formula": "C2H4OS2", "method": "the ωB97M-V functional and the def2-TZVPD basis", "symbols": ["O", "C", "S", "H", "H", "C", "S", "H", "H"], "xyz": [[1.62779, 1.06955, -0.59609], [2.26490, 0.45964, 0.21461], [3.25031, -1.02477, 0.10856], [2.37158, 0.77193, 1.39700], [3.39997, -1.19278, -1.26843], [-3.29114, 0.04132, 0.04563], [-2.40545, -1.27960, -0.05032], [-3.46455, 0.65465, 0.91820], [-3.75341, 0.50005, -0.76917]], "atomic_forces_ev_per_a": [[0.72, -0.68, 0.51], [0.09, 0.73, 2.13], [0.10, 0.12, -1.28], [-0.51, -0.45, -2.48], [-0.42, 0.28, 1.12], [0.53, -0.02, 0.89], [-0.03, -0.03, 0.14], [0.24, -0.29, 0.70], [-0.72, 0.34, -1.73]], "nbo_charge": [-0.5154, 0.2705, -0.0293, 0.1227, 0.1513, -0.4534, 0.0984, 0.1808, 0.1744], "de_lowest_ev": 1.663, "mol_weight_da": 108.19, "smiles": "O=CS.C=S"}

=====

# 2
{"formula": "C3H8N2O2", "method": "the ωB97M-V functional and the def2-TZVPD basis", "symbols": ["N", "C", "O", "C", "N", "C", "O", "H", "H", "H", "H", "H", "H", "H", "H"], "xyz": [[-0.26493, 2.57864, -0.39678], [-0.53614, 1.43196, 0.31644], [-1.08300, 1.39076, 1.40318], [0.35455, 0.26402, -0.08720], [-0.05725, -1.01061, 0.43785], [0.81101, -2.05286, -0.06448], [0.46793, -2.41040, -1.39621], [-0.99925, 3.26651, -0.39240], [0.66018, 2.76943, -0.71211], [0.41267, 0.22907, -1.18234], [1.38366, 0.66014, 0.10535], [-0.14777, -0.93695, 1.44665], [1.87638, -1.81593, -0.15894], [0.72664, -2.88748, 0.65460], [-0.41797, -2.07571, -1.48504]], "atomic_forces_ev_per_a": [[-1.75, -0.29, 0.04], [2.54, -0.46, 1.78], [-1.21, 0.15, -1.01], [-0.11, 1.15, -1.59], [0.96, 0.72, -0.39], [0.20, -0.81, 0.67], [0.21, 0.03, 0.53], [0.55, 0.47, 0.21], [0.11, 0.07, -0.49], [-0.44, -0.30, 0.08], [-0.20, -0.64, 0.71], [0.05, -0.41, -0.15], [0.03, 0.40, 0.41], [-0.08, -0.02, -0.50], [-0.85, -0.05, -0.30]], "nbo_charge": [-0.8709, 0.6783, -0.5799, -0.3284, -0.6372, 0.0930, -0.7200, 0.4056, 0.4029, 0.2099, 0.1813, 0.3944, 0.1442, 0.1570, 0.4698], "de_lowest_ev": 1.591, "mol_weight_da": 104.11, "smiles": "NC(=O)CNCO"}

=====

# 3
{"formula": "C24H28N4O4S", "method": "the ωB97M-V functional and the def2-TZVPD basis", "symbols": ["C", "C", "C", "C", "C", "C", "C", "C", "H", "H", "H", "N", "C", "H", "C", "N", "C", "O", "C", "C", "C", "C", "C", "C", "H", "H", "N", "S", "O", "O", "C", "C", "O", "N", "C", "C", "H", "H", "H", "C", "H", "H", "H", "H", "H", "H", "C", "C", "H", "H", "H", "H", "H", "H", "H", "H", "H", "H", "H", "H", "H"], "xyz": [[-5.18987, -3.95312, -0.48528], [-4.74841, -2.61585, -0.00686], [-4.36892, -2.40630, 1.30228], [-4.19053, -1.29354, 1.85154], [-4.26113, -0.30460, 0.93654], [-4.68284, -0.30426, -0.20643], [-5.06970, -1.58958, -0.63211], [-5.50509, -1.54690, -2.33096], [-5.82942, -0.56321, -2.67127], [-4.68719, -2.03070, -2.88252], [-6.40930, -2.02538, -2.22796], [-4.78514, 1.01161, -1.20718], [-3.59923, 0.83851, -2.19652], [-3.89112, 1.88376, -2.76200], [-2.28124, 1.36529, -1.55051], [-2.58251, 2.14331, -0.11367], [-1.73250, 1.95227, 0.94140], [-2.06115, 2.72289, 1.95858], [-0.48138, 1.29947, 0.77681], [-0.73360, -0.09336, 1.33461], [0.36089, -0.96488, 1.14574], [1.53997, -0.36485, 1.03731], [1.77189, 0.98800, 0.56336], [0.60019, 1.74171, 0.66944], [0.76274, 2.90120, -0.02136], [2.82834, 1.29201, 0.23995], [2.78157, -1.48085, 0.85844], [4.38070, -0.60474, 1.07503], [4.31373, 0.29971, 2.12672], [5.10568, -2.00150, 1.48150], [4.81902, -0.12600, -0.55748], [4.85898, -1.09287, -1.72124], [5.32622, -0.31505, -2.62707], [5.47091, 0.80843, -2.29608], [5.18165, 0.96946, -0.99782], [5.36941, 2.50722, -0.20782], [4.61315, 3.02491, -0.77295], [6.30859, 2.76240, -0.14038], [5.15624, 2.15902, 0.83028], [4.49869, -2.38478, -1.62960], [3.63029, -2.75505, -1.72996], [4.76523, -2.93559, -0.56178], [5.06882, -2.96437, -2.53696], [2.57926, -2.36487, 1.25443], [0.20562, -1.93347, 1.46061], [-1.51240, -0.60217, 1.48409], [-3.58402, 2.93542, -0.25969], [-4.81986, 2.06447, -0.47382], [-5.59050, 2.84549, -1.29990], [-5.61824, 2.13110, 0.47449], [-3.67895, 3.65308, 0.58488], [-3.50408, 3.79167, -1.18245], [-1.55438, 0.53235, -1.23296], [-1.57455, 1.85146, -2.03486], [-3.39451, 0.01179, -2.50484], [-3.99420, 0.92072, 1.74084], [-4.00036, -1.23861, 2.85218], [-4.55377, -3.37818, 1.99713], [-4.97394, -4.64094, 0.16532], [-6.15769, -4.02854, -0.50932], [-4.62438, -4.21114, -1.57671]], "atomic_forces_ev_per_a": [[5.84, 2.54, -5.52], [-0.27, -6.07, 2.59], [-1.74, -10.52, 1.55], [0.88, 2.68, 0.82], [4.02, 9.02, 11.84], [-3.08, 1.60, -9.52], [-1.04, 8.10, -10.31], [1.50, 0.38, 3.64], [0.89, 0.11, 0.23], [-0.73, 0.07, -0.03], [-1.86, -2.08, -0.74], [2.25, -11.57, -0.61], [-2.82, 16.03, 5.47], [0.63, -3.30, -0.51], [-1.36, -3.80, 6.62], [7.89, -6.58, -3.64], [-4.38, 8.09, 1.97], [1.89, -3.70, -2.55], [-15.74, -10.01, 5.80], [9.01, 3.37, -4.43], [-3.66, 2.87, 2.38], [7.28, -0.66, -3.72], [0.98, -3.37, 2.05], [15.72, 10.04, -6.88], [-0.76, -3.16, 2.70], [-2.24, -0.01, 0.68], [-1.09, 7.47, -1.26], [-0.32, -12.80, 0.97], [0.14, 3.28, 1.02], [-1.37, 5.47, -2.15], [-3.44, -10.38, 2.62], [-0.35, 5.86, 6.42], [-1.51, -10.14, -4.79], [2.41, 11.96, 2.25], [3.99, 11.21, -2.34], [-5.38, -6.70, -0.66], [0.18, 1.04, 0.52], [4.94, 1.79, -0.77], [-0.73, 0.99, -0.65], [7.65, -6.58, -0.21], [-7.13, -1.42, -1.05], [0.14, 1.81, -2.56], [-0.92, 0.97, 2.19], [0.68, -0.72, 1.13], [0.11, -2.25, 0.25], [-7.09, -2.62, 1.36], [-5.14, 6.47, -0.99], [-6.06, 10.23, 1.61], [1.77, -1.16, 2.24], [2.44, -0.96, -2.40], [-0.23, -0.87, -0.19], [0.26, -2.46, 1.83], [-1.62, 0.34, -0.08], [2.23, 3.50, -3.05], [1.01, -9.51, -4.42], [-0.72, -3.18, -2.97], [0.49, 0.79, 2.39], [1.06, 2.04, -1.49], [2.08, -4.08, 3.57], [-5.68, 0.04, -1.14], [-1.89, 0.49, 2.96]], "nbo_charge": [-0.5635, -0.1113, -0.1344, -0.2694, -0.1931, 0.1570, 0.0284, -0.6450, 0.2351, 0.2122, 0.2132, -0.4576, -0.1893, 0.2164, -0.2260, -0.4242, 0.6809, -0.6469, -0.2052, -0.0944, -0.2663, 0.1987, -0.2476, -0.1062, 0.1938, 0.2366, -0.8696, 2.1906, -0.8629, -0.9379, -0.4877, 0.3640, -0.1414, -0.1462, 0.1392, -0.5835, 0.2357, 0.2162, 0.2306, -0.6956, 0.2421, 0.3090, 0.2318, 0.4077, 0.2181, 0.2010, -0.2576, -0.1934, 0.1313, 0.2643, 0.2680, 0.1669, 0.1996, 0.1957, 0.1828, 0.1759, 0.2257, 0.1831, 0.2031, 0.2075, 0.1938], "de_lowest_ev": 29.654, "mol_weight_da": 468.58}

=====

# 4
{"formula": "C4H5N3", "method": "the ωB97M-V functional and the def2-TZVPD basis", "symbols": ["N", "C", "C", "C", "N", "C", "N", "H", "H", "H", "H", "H"], "xyz": [[2.51953, -1.05170, 1.39175], [1.66911, -0.76490, 0.64519], [0.73134, -0.39973, -0.32745], [-0.62163, -1.07135, -0.42927], [-1.63801, -0.14988, 0.13012], [-1.14471, 0.99695, 0.22590], [0.28334, 1.08590, -0.16170], [0.58855, 1.07853, -1.14604], [-0.94439, -1.26964, -1.46199], [-0.64263, -2.02030, 0.10934], [-1.66137, 1.88430, 0.58524], [0.86088, 1.68182, 0.43890]], "atomic_forces_ev_per_a": [[-0.65, 0.25, -0.54], [0.63, -0.39, 0.86], [-0.01, -0.47, 0.37], [0.03, -0.33, -0.02], [0.25, 0.42, 0.04], [-0.15, -0.30, -0.16], [0.39, -0.28, -0.18], [-0.65, 1.48, -0.12], [0.05, 0.03, 0.19], [-0.07, 0.03, -0.06], [0.21, -0.12, -0.13], [-0.02, -0.32, -0.27]], "nbo_charge": [-0.3904, 0.2034, -0.3517, -0.2846, -0.3148, 0.1999, -0.6315, 0.4918, 0.2042, 0.2283, 0.2101, 0.4353], "de_lowest_ev": 4.238, "mol_weight_da": 95.10}

=====

# 5
{"formula": "C10H7Br2FN2O2", "method": "the ωB97M-V functional and the def2-TZVPD basis", "symbols": ["O", "O", "F", "Br", "Br", "C", "C", "C", "C", "C", "C", "C", "C", "N", "N", "C", "C", "H", "H", "H", "H", "H", "H", "H"], "xyz": [[-2.77288, 0.44372, 1.63608], [2.06806, -0.80905, 0.20659], [-0.67115, -4.36437, -1.84710], [-0.65940, 3.75291, 1.78416], [2.56519, 2.28788, -0.10922], [-2.24672, -2.98262, -0.74406], [-0.93006, -3.32665, -1.06263], [-2.48538, -1.85657, 0.06859], [0.10949, -2.46699, -0.62521], [-0.60792, 0.87623, 1.77847], [0.71046, 0.58808, 1.31639], [-1.42696, -1.01412, 0.54087], [-0.11072, -1.31803, 0.14818], [-1.64022, 0.11504, 1.30072], [0.90805, -0.49177, 0.50548], [-0.82387, 2.04735, 2.74307], [1.94112, 1.48558, 1.57741], [-3.05735, -3.52583, -1.18861], [-3.51504, -1.58259, 0.27295], [1.11786, -2.78255, -0.87416], [-0.10855, 2.07583, 3.56801], [-1.82754, 1.98810, 3.22602], [1.69882, 2.27495, 2.27149], [2.74409, 0.88310, 2.03190]], "atomic_forces_ev_per_a": [[-3.13, 0.24, 0.43], [2.03, -0.50, -0.94], [0.09, -0.07, 0.13], [-0.22, -0.25, 0.23], [-0.17, -0.21, 0.67], [0.18, 1.36, 0.83], [0.96, 2.74, 1.19], [0.32, -0.24, -0.49], [-0.09, -1.98, -0.82], [1.59, -0.18, -0.47], [-0.33, 0.42, -0.37], [0.18, -1.16, -1.12], [-2.03, -0.87, -0.38], [1.76, 1.19, 1.21], [0.34, 1.22, 1.89], [-1.21, -0.91, -0.17], [-0.75, -1.52, -0.04], [-0.34, -0.23, 0.12], [0.24, 0.08, 0.15], [-0.02, 0.42, 0.03], [0.18, -0.16, -0.48], [0.71, 0.12, -0.80], [-0.13, 0.28, -0.17], [-0.17, 0.20, -0.63]], "nbo_charge": [-0.5101, -0.5173, -0.2965, 0.0209, 0.0389, -0.2618, 0.4227, -0.1553, -0.2860, 0.1117, 0.1357, 0.0608, 0.1728, 0.1448, 0.1005, -0.4778, -0.4640, 0.2387, 0.2546, 0.2666, 0.2357, 0.2766, 0.2333, 0.2545], "de_lowest_ev": 0.000, "mol_weight_da": 365.98}

=====

# 6
{"formula": "C4H12", "method": "the ωB97M-V functional and the def2-TZVPD basis", "symbols": ["C", "C", "H", "H", "H", "H", "H", "H", "C", "C", "H", "H", "H", "H", "H", "H"], "xyz": [[1.08106, 1.36327, 0.07127], [2.48684, 1.30651, 0.72298], [1.09463, 2.22901, -0.55771], [0.85119, 0.47322, -0.56879], [0.20438, 1.53976, 0.67422], [2.61771, 0.35284, 1.43619], [2.61142, 2.26722, 1.12078], [3.18113, 1.14890, -0.09489], [-1.08365, -1.47988, -0.16721], [-2.50443, -1.08390, -0.59602], [-0.56941, -0.57235, 0.11380], [-0.87391, -2.15561, 0.67771], [-0.55713, -2.26757, -0.83095], [-2.84073, -0.50097, 0.28043], [-2.59871, -0.57045, -1.56228], [-3.10038, -2.04999, -0.71954]], "atomic_forces_ev_per_a": [[0.35, -1.06, -0.86], [-1.43, -3.47, 0.07], [0.00, 0.50, -0.80], [0.42, 0.85, 0.51], [0.01, -0.21, 0.90], [-0.27, 2.54, -1.17], [0.83, 0.99, 1.30], [0.31, 0.10, 0.00], [1.20, -1.97, -0.86], [-0.28, -2.31, 0.97], [0.73, -0.20, -0.61], [-1.56, 0.51, 0.76], [-0.39, 2.21, -0.25], [-0.67, -0.08, -0.86], [0.41, 0.17, 0.54], [0.34, 1.41, 0.38]], "nbo_charge": [-0.6102, -0.6001, 0.1985, 0.2038, 0.1995, 0.2002, 0.2054, 0.2040, -0.6365, -0.6159, 0.2103, 0.2135, 0.2050, 0.2079, 0.2131, 0.2018], "de_lowest_ev": 1.235, "mol_weight_da": 60.14, "smiles": "CC.CC"}

=====

Number 1: Kohn-Sham gap 0.315 hartree. Number 2: Kohn-Sham gap 0.380 hartree. Number 3: Kohn-Sham gap 0.306 hartree. Number 4: Kohn-Sham gap 0.295 hartree. Number 5: Kohn-Sham gap 0.251 hartree. Number 6: Kohn-Sham gap 0.438 hartree.